*1*
Entry from the Open Molecules 2025 dataset: a single C13H22N4O3S molecule (ωB97M-V with the def2-TZVPD basis set).

## Properties
Lowest unoccupied orbital energy, eV: 0.585
HOMO, Ha: -0.343
Gap between HOMO and LUMO, eV: 9.92
M, g mol⁻¹: 314.4

The geometry in ORCA input format:
```
! RIJCOSX wB97M-V def2-TZVPD def2/J DEFGRID3
* xyz 0 1
C 3.799 2.138 1.283
N 3.088 1.160 0.482
C 2.564 1.660 -0.775
C 1.278 0.927 -1.164
O 1.097 0.480 -2.280
N 0.384 0.851 -0.168
C -0.950 0.299 -0.322
C -1.977 1.427 -0.462
C -3.379 0.852 -0.631
C -3.752 -0.043 0.552
C -5.154 -0.619 0.377
C -2.717 -1.159 0.689
C -1.309 -0.596 0.861
S 3.996 -0.254 0.234
O 4.660 -0.559 1.463
O 4.770 -0.154 -0.972
C 2.740 -1.453 -0.062
C 1.923 -2.186 0.762
N 1.118 -2.978 0.016
C 1.436 -2.745 -1.232
N 2.423 -1.835 -1.334
H 4.576 2.656 0.712
H 3.088 2.867 1.675
H 4.263 1.601 2.106
H 3.297 1.542 -1.583
H 2.328 2.722 -0.670
H 0.639 1.222 0.734
H -0.931 -0.289 -1.245
H -1.718 2.046 -1.323
H -1.943 2.055 0.432
H -4.100 1.667 -0.721
H -3.420 0.265 -1.551
H -3.736 0.563 1.465
H -5.889 0.179 0.295
H -5.419 -1.244 1.226
H -5.205 -1.226 -0.524
H -2.744 -1.788 -0.203
H -2.962 -1.788 1.547
H -0.594 -1.415 0.936
H -1.260 -0.008 1.782
H 1.883 -2.184 1.831
H 0.975 -3.218 -2.075
H 2.833 -1.438 -2.166
*
```

=====

*2*
Entry from the Open Molecules 2025 dataset: a single C13H22N4O3S molecule (ωB97M-V with the def2-TZVPD basis set).

## Properties
Lowest unoccupied orbital energy, eV: 0.602
HOMO, Ha: -0.337
Gap between HOMO and LUMO, eV: 9.76
M, g mol⁻¹: 314.4

The geometry in ORCA input format:
```
! RIJCOSX wB97M-V def2-TZVPD def2/J DEFGRID3
* xyz 0 1
C 3.404 0.254 -2.182
C 4.268 -0.698 -1.362
C 3.623 -1.170 -0.059
C 3.428 -0.078 1.000
N 2.248 0.731 0.785
C 1.046 0.385 1.290
O 0.884 -0.551 2.044
C -0.105 1.280 0.820
C -1.310 1.082 1.742
C -2.532 1.827 1.210
N -2.830 1.487 -0.159
S -3.899 0.260 -0.452
O -4.903 0.319 0.573
O -4.275 0.348 -1.828
C -3.066 -1.288 -0.205
C -2.274 -2.107 -0.968
N -1.894 -3.184 -0.241
C -2.441 -3.040 0.936
N -3.163 -1.901 1.013
C -1.730 1.637 -1.078
C -0.477 0.886 -0.618
H 3.348 1.237 -1.720
H 2.397 -0.144 -2.290
H 3.828 0.382 -3.175
H 5.225 -0.220 -1.140
H 4.478 -1.582 -1.968
H 2.653 -1.626 -0.266
H 4.262 -1.941 0.375
H 3.292 -0.553 1.975
H 4.301 0.578 1.040
H 2.300 1.470 0.103
H 0.210 2.329 0.842
H -1.511 0.012 1.813
H -1.068 1.438 2.744
H -2.357 2.909 1.255
H -3.424 1.596 1.791
H -1.973 -1.983 -1.989
H -2.327 -3.729 1.748
H -3.736 -1.551 1.765
H -1.509 2.707 -1.168
H -2.078 1.268 -2.044
H 0.343 1.114 -1.302
H -0.658 -0.190 -0.651
*
```

=====

Relative to the most stable structure, the computed energies are *1* 0.000; *2* 0.059, all in eV.

=====

*1*
Entry from the Open Molecules 2025 dataset: 2 unconnected molecules or ions with the total composition C3H11N2 (ωB97M-V with the def2-TZVPD basis set).

## Properties
Lowest unoccupied orbital energy, eV: -3.668
HOMO, Ha: -0.573
Gap between HOMO and LUMO, eV: 11.91
M, g mol⁻¹: 75.1

The geometry in ORCA input format:
```
! RIJCOSX wB97M-V def2-TZVPD def2/J DEFGRID3
* xyz 1 1
C -0.788 0.647 -1.600
N -0.167 -2.049 0.837
C -0.076 -0.939 0.136
N -0.909 -0.592 -0.799
H -1.421 0.537 -2.471
H 0.241 0.787 -1.903
H -1.149 1.484 -1.019
H -0.991 -2.631 0.795
H 0.448 -2.188 1.622
H 0.786 -0.310 0.343
H -1.631 -1.253 -1.046
C 1.568 2.291 1.268
H 1.585 2.186 2.344
H 2.009 1.402 0.826
H 2.208 3.129 0.996
H 0.546 2.493 0.943
*
```

=====

*2*
Entry from the Open Molecules 2025 dataset: 2 unconnected molecules or ions with the total composition C3H11N2 (ωB97M-V with the def2-TZVPD basis set).

## Properties
Lowest unoccupied orbital energy, eV: -4.401
HOMO, Ha: -0.528
Gap between HOMO and LUMO, eV: 9.96
M, g mol⁻¹: 75.1

The geometry in ORCA input format:
```
! RIJCOSX wB97M-V def2-TZVPD def2/J DEFGRID3
* xyz 1 1
C -2.093 0.806 0.164
N -1.610 -0.544 0.467
H -2.295 0.831 -0.904
H -1.396 1.581 0.462
H -3.052 1.071 0.613
H -2.245 -1.235 0.067
H 0.036 -0.435 -0.042
H -1.591 -0.763 1.466
C 1.971 0.146 0.729
C 1.440 -0.553 -1.515
N 1.053 -0.256 -0.352
H 2.941 0.367 0.294
H 1.560 1.058 1.159
H 2.028 -0.637 1.477
H 0.782 -1.004 -2.250
H 2.470 -0.434 -1.834
*
```

=====

Relative to the most stable structure, the computed energies are *1* 0.000; *2* 0.734, all in eV.

=====

*1*
Entry from the Open Molecules 2025 dataset: 2 unconnected molecules or ions with the total composition C3H11N2 (ωB97M-V with the def2-TZVPD basis set).

## Properties
Lowest unoccupied orbital energy, eV: -4.368
HOMO, Ha: -0.558
Gap between HOMO and LUMO, eV: 10.81
M, g mol⁻¹: 75.1

The geometry in ORCA input format:
```
! RIJCOSX wB97M-V def2-TZVPD def2/J DEFGRID3
* xyz 1 1
C -1.440 -0.155 0.686
C -1.157 -1.406 1.578
H -1.102 -0.333 -0.304
H -2.469 0.062 0.609
H -0.897 0.622 1.225
H -1.537 -1.452 2.617
H -0.038 -1.201 1.798
H -1.248 -2.411 1.145
N 1.039 -0.245 -0.547
C 0.834 0.805 -1.384
N 1.605 1.883 -1.524
H 2.060 -0.392 -0.330
H 0.403 -0.977 -0.358
H -0.201 0.821 -1.857
H 1.648 2.485 -2.366
H 2.501 1.895 -0.988
*
```

=====

*2*
Entry from the Open Molecules 2025 dataset: 2 unconnected molecules or ions with the total composition C3H11N2 (ωB97M-V with the def2-TZVPD basis set).

## Properties
Lowest unoccupied orbital energy, eV: -3.509
HOMO, Ha: -0.555
Gap between HOMO and LUMO, eV: 11.59
M, g mol⁻¹: 75.1

The geometry in ORCA input format:
```
! RIJCOSX wB97M-V def2-TZVPD def2/J DEFGRID3
* xyz 1 1
C 1.925 1.008 -1.434
N 1.894 -0.106 -0.766
H 0.992 1.421 -1.848
H 2.852 1.231 -1.903
H 2.850 -0.601 -0.670
H 0.745 0.176 0.351
C -1.596 -1.309 0.180
C -1.432 0.184 0.431
N -0.020 0.380 1.094
H -2.312 -1.456 -0.622
H -2.111 -1.640 0.979
H -0.725 -1.873 0.042
H -2.048 0.548 1.283
H -1.352 0.837 -0.409
H 0.233 -0.180 1.858
H 0.105 1.383 1.432
*
```

=====

*3*
Entry from the Open Molecules 2025 dataset: 2 unconnected molecules or ions with the total composition C3H11N2 (ωB97M-V with the def2-TZVPD basis set).

## Properties
Lowest unoccupied orbital energy, eV: -3.423
HOMO, Ha: -0.476
Gap between HOMO and LUMO, eV: 9.52
M, g mol⁻¹: 75.1

The geometry in ORCA input format:
```
! RIJCOSX wB97M-V def2-TZVPD def2/J DEFGRID3
* xyz 1 1
C -1.747 -0.342 -0.711
N -1.022 0.752 -1.407
H -2.576 -0.702 -1.317
H -2.108 -0.103 0.289
H -1.107 -1.200 -0.557
H -1.707 1.319 -1.884
H -0.570 1.299 -0.664
H -0.135 0.556 -1.875
C 1.072 -0.561 2.077
C 1.280 0.343 1.105
N 1.474 -0.054 -0.257
H 1.482 -1.512 1.745
H 0.728 -0.404 3.083
H 1.227 1.414 1.283
H 2.401 0.238 -0.554
H 1.307 -1.042 -0.355
*
```

=====

Relative to the most stable structure, the computed energies are *1* 0.000; *2* 0.327; *3* 0.209, all in eV.

=====

*1*
Entry from the Open Molecules 2025 dataset: 2 unconnected molecules or ions with the total composition C3H11N2 (ωB97M-V with the def2-TZVPD basis set).

## Properties
Lowest unoccupied orbital energy, eV: -3.274
HOMO, Ha: -0.490
Gap between HOMO and LUMO, eV: 10.05
M, g mol⁻¹: 75.1

The geometry in ORCA input format:
```
! RIJCOSX wB97M-V def2-TZVPD def2/J DEFGRID3
* xyz 1 1
C -0.536 1.489 -1.349
N -0.840 1.453 0.157
H -1.248 2.174 -1.791
H -0.663 0.491 -1.744
H 0.446 1.945 -1.445
H -1.806 1.704 0.379
H -0.706 0.455 0.541
H -0.235 2.165 0.569
C 1.635 -1.375 -0.194
C 0.948 -1.414 0.949
N -0.491 -1.208 1.019
H 1.036 -1.090 -1.051
H 2.658 -1.696 -0.285
H 1.490 -1.691 1.847
H -0.974 -1.891 0.435
H -0.714 -1.512 1.963
*
```

=====

*2*
Entry from the Open Molecules 2025 dataset: a gas-phase ion, C3H11N2 (charge +1) (ωB97M-V with the def2-TZVPD basis set).

## Properties
Lowest unoccupied orbital energy, eV: -3.132
HOMO, Ha: -0.525
Gap between HOMO and LUMO, eV: 11.15
M, g mol⁻¹: 75.1

The geometry in ORCA input format:
```
! RIJCOSX wB97M-V def2-TZVPD def2/J DEFGRID3
* xyz 1 1
C 1.904 0.485 0.473
N 0.821 -0.516 0.228
C -0.524 -0.319 0.863
C -1.478 0.401 -0.140
N -1.158 -0.081 -1.470
H 2.476 0.466 -0.464
H 2.581 0.084 1.238
H 1.441 1.430 0.713
H 1.137 -1.479 0.328
H 0.551 -0.490 -0.785
H -0.947 -1.298 1.122
H -0.303 0.140 1.856
H -2.462 0.002 0.097
H -1.389 1.484 -0.077
H -1.680 -0.887 -1.772
H -0.971 0.576 -2.208
*
```

=====

*3*
Entry from the Open Molecules 2025 dataset: a gas-phase ion, C3H11N2 (charge +1) (ωB97M-V with the def2-TZVPD basis set).

## Properties
Lowest unoccupied orbital energy, eV: -3.372
HOMO, Ha: -0.509
Gap between HOMO and LUMO, eV: 10.47
M, g mol⁻¹: 75.1

The geometry in ORCA input format:
```
! RIJCOSX wB97M-V def2-TZVPD def2/J DEFGRID3
* xyz 1 1
C -0.201 -2.106 -0.695
N -0.584 -1.404 0.530
C -0.753 0.163 0.270
N 0.685 0.734 0.426
C 0.696 2.155 0.131
H 0.789 -1.763 -1.159
H -0.052 -3.185 -0.615
H -0.849 -1.669 -1.409
H -1.391 -1.876 0.824
H -1.478 0.511 1.064
H -1.001 0.304 -0.829
H 0.789 0.557 1.383
H 1.243 0.168 -0.271
H 1.759 2.512 0.425
H 0.430 2.338 -0.875
H -0.083 2.560 0.800
*
```

=====

*4*
Entry from the Open Molecules 2025 dataset: 2 unconnected molecules or ions with the total composition C3H11N2 (ωB97M-V with the def2-TZVPD basis set).

## Properties
Lowest unoccupied orbital energy, eV: -4.681
HOMO, Ha: -0.566
Gap between HOMO and LUMO, eV: 10.72
M, g mol⁻¹: 75.1

The geometry in ORCA input format:
```
! RIJCOSX wB97M-V def2-TZVPD def2/J DEFGRID3
* xyz 1 1
C 0.011 -0.569 1.926
C -1.212 -1.225 1.263
H 0.415 -1.452 2.413
H 0.813 -0.213 1.287
H -0.224 0.315 2.531
H -1.700 -0.656 0.461
H -1.948 -1.314 2.044
H -1.148 -2.286 0.895
N -0.434 1.212 -1.224
C 0.694 1.287 -1.942
N 1.483 0.239 -2.086
H -0.409 0.556 -0.544
H -0.956 2.031 -1.097
H 0.815 2.174 -2.545
H 2.559 0.354 -2.041
H 1.241 -0.452 -1.340
*
```

=====

Relative to the most stable structure, the computed energies are *1* 0.411; *2* 0.000; *3* 1.589; *4* 0.624, all in eV.